1.
Computed, not measured: C50H47BrCeF5N8O7 as an isolated structure at a distorted geometry, with wB97M-V/def2-TZVPD.

Geometry (Å):
Ce 2.60744 0.09835 0.82360
C 5.56354 -2.38877 -1.22508
C 5.00200 -1.21392 -2.07410
N 4.77696 0.03303 -1.32849
C 6.05154 0.44860 -0.61249
C 6.63869 1.77942 -1.03386
C 4.14980 0.97791 -2.22264
C 3.72142 2.31085 -1.54602
N 3.43484 2.17974 -0.09838
C 3.09510 3.39230 0.42425
C 4.01912 4.27837 1.02918
F 5.31760 3.89329 1.10703
C 3.58577 5.50401 1.50500
F 4.44028 6.26793 2.26340
C 2.28301 6.03332 1.28470
C 1.36326 5.13820 0.73876
F 0.06922 5.50374 0.59951
C 1.75527 3.87510 0.29118
F 0.82371 3.07516 -0.28594
H 5.13621 -3.28897 -1.65051
H 5.32193 -2.28491 -0.13784
H 6.64128 -2.53564 -1.28298
H 4.04850 -1.47575 -2.55501
H 5.71922 -1.03181 -2.90906
H 6.73989 -0.42289 -0.75879
H 5.79768 0.33712 0.41570
H 6.62603 1.93552 -2.10935
H 7.67577 1.82187 -0.66524
H 6.07347 2.57271 -0.52053
H 3.20621 0.50326 -2.54610
H 4.70706 1.19457 -3.20483
H 2.82740 2.66494 -2.08861
H 4.46167 3.09271 -1.76720
H 2.04778 6.98189 1.76005
Br 0.41562 -1.91771 5.11257
C 2.23471 -1.72681 5.20009
C 2.69733 -1.70250 6.53399
C 4.06814 -1.57917 6.73263
C 4.88999 -1.29452 5.61800
C 4.30535 -1.26469 4.29345
N 2.98841 -1.56791 4.13845
C 5.03290 -0.68227 3.15869
O 6.20589 -0.36017 3.33665
O 4.30927 -0.52555 2.04912
H 1.97045 -1.71972 7.37293
H 4.46097 -1.66186 7.76536
H 5.95725 -1.09203 5.77859
F -4.29114 -2.76042 0.99284
C -3.84900 -1.45264 1.28638
C -2.55466 -1.25504 1.56608
C -2.09215 0.08120 1.88883
C -0.70576 0.40997 1.94586
O 0.21784 -0.41016 1.50379
C -0.40653 1.70344 2.49397
C -1.39084 2.55216 2.83137
N -2.71778 2.31107 2.49044
C -3.64979 3.32696 2.88236
C -4.25460 4.19530 1.85751
C -3.22387 4.72076 2.74270
C -3.10521 1.06338 2.07464
C -4.44073 0.83447 1.77015
C -4.81192 -0.42103 1.27585
N -6.10139 -0.56211 0.78272
C -7.29064 -0.23694 1.60319
C -8.42069 0.34395 0.73462
N -8.83504 -0.64435 -0.30592
C -7.79458 -1.74651 -0.63075
C -6.38594 -1.27045 -0.43858
C 1.01334 2.18806 2.86185
O 1.19402 3.25295 3.43295
O 1.95262 1.30004 2.59270
H -1.79366 -2.05925 1.50009
H -1.18783 3.53963 3.31731
H -4.34416 3.08719 3.71905
H -5.23157 4.49074 2.12934
H -4.04285 4.03041 0.79259
H -3.67553 5.32669 3.53580
H -2.24887 4.96172 2.33750
H -5.21194 1.59087 1.80649
H -7.05792 0.49128 2.43130
H -7.58347 -1.19596 2.06933
H -8.05314 1.19813 0.20928
H -9.23676 0.59772 1.36254
H -9.16001 -0.13664 -1.16149
H -9.69420 -1.13290 -0.04528
H -7.91229 -2.00540 -1.68999
H -8.04882 -2.65223 0.00246
H -5.99464 -0.66176 -1.28036
H -5.74190 -2.16855 -0.55251
O 2.28864 -2.31920 0.09541
C 1.52091 -2.04364 -0.84530
N 0.94719 -2.97844 -1.71864
C 0.25594 -2.30414 -2.81112
C 0.42708 -0.77355 -2.31361
O -0.19459 0.16679 -2.82375
N 1.22224 -0.74122 -1.22221
C -1.23446 -2.67623 -2.84562
C -1.70204 -3.76297 -2.04836
C -3.02615 -4.10853 -2.10069
C -3.97161 -3.40339 -2.91109
C -3.52402 -2.34801 -3.65410
C -2.14642 -1.94697 -3.58224
C 0.87439 -2.49603 -4.18974
C 0.60361 -1.58768 -5.20558
C 1.00100 -1.85162 -6.55240
C 1.84622 -2.93558 -6.83452
C 2.26442 -3.74644 -5.74767
C 1.78616 -3.55263 -4.43719
H 1.20419 -3.96903 -1.71649
H -1.00708 -4.28273 -1.40575
H -3.31895 -4.98140 -1.49703
H -5.03067 -3.75925 -2.93106
H -4.24770 -1.78642 -4.22977
H -1.84526 -1.05982 -4.13556
H -0.05827 -0.71530 -5.00974
H 0.67482 -1.14959 -7.31705
H 2.24531 -3.10278 -7.83576
H 2.93393 -4.56629 -5.98541
H 2.11018 -4.20000 -3.61681

Forces on atoms 1 to 3 (eV/Å):
Ce 0.9214 0.9145 0.4333
C -0.5667 0.4227 0.3469
C 0.6262 -0.2879 -0.0838

Charge = +1
E_HOMO (spin up / spin down) = -0.367 / -0.368 Ha
Multiplicity = 1

2.
Computed, not measured: a 6-piece molecular cluster, C36H44N4O5PS overall at a distorted geometry, with wB97M-V/def2-TZVPD.

Geometry (Å):
O -2.99630 0.66310 -1.34126
S -3.09928 -0.60614 -2.04586
O -3.29713 -0.56684 -3.48430
C -1.67486 -1.68326 -1.65326
N -0.42664 -0.97080 -1.55491
C 0.37840 -0.84685 -0.46443
C -0.00484 -1.45416 0.84843
C -1.17540 -0.60337 1.46551
C -0.66914 0.63649 2.24280
C -1.82843 1.66963 2.30458
O -1.49570 2.88161 1.63822
N 1.47113 -0.14306 -0.79488
N 1.32374 0.17853 -2.06316
N 0.21558 -0.28129 -2.51648
P -0.30552 0.01922 -4.25302
O 1.07790 0.66179 -4.84393
O -1.23653 1.37151 -4.05914
H -4.18312 -1.26753 -1.51917
H -1.59044 -2.43868 -2.44199
H -1.90859 -2.22511 -0.73796
H 0.84776 -1.50184 1.52042
H -0.38154 -2.46254 0.66789
H -1.75346 -0.20863 0.62278
H -1.84854 -1.23541 2.04492
H 0.12844 1.08681 1.64592
H -0.34391 0.34492 3.23800
H -2.72068 1.24912 1.83061
H -2.06083 1.85810 3.35791
H -2.31324 3.23937 1.29049
H 1.05151 1.62368 -4.73610
H -1.09195 1.78390 -3.19382
C 2.19679 -3.71176 -0.97530
C 3.09734 -2.93022 -0.26078
C 4.11367 -3.53321 0.46683
C 4.23287 -4.91655 0.47436
C 3.33397 -5.69645 -0.24206
C 2.31265 -5.09530 -0.96497
H 1.40157 -3.24169 -1.54758
H 3.01132 -1.85367 -0.27242
H 4.81194 -2.92648 1.02805
H 5.02699 -5.38658 1.03899
H 3.42975 -6.77421 -0.23721
H 1.61134 -5.70433 -1.52122
C -5.12734 -3.41868 -8.50573
C -5.22422 -4.07014 -7.28381
C -4.96813 -3.37916 -6.10703
C -4.62300 -2.03414 -6.15093
C -4.52957 -1.38267 -7.37373
C -4.77798 -2.07545 -8.55098
H -5.32468 -3.95748 -9.42321
H -5.49956 -5.11642 -7.24896
H -5.03925 -3.89004 -5.15424
H -4.42803 -1.49488 -5.23422
H -4.26294 -0.33386 -7.40893
H -4.70095 -1.56853 -9.50406
C 1.28294 3.71641 -1.23182
C 0.74521 3.98968 0.02093
C 0.77471 5.28867 0.51243
C 1.32953 6.30916 -0.24951
C 1.86239 6.03341 -1.50158
C 1.84294 4.73583 -1.99218
H 1.26913 2.70789 -1.61783
H 0.30658 3.19663 0.61525
H 0.36451 5.50743 1.48915
H 1.34725 7.32081 0.13439
H 2.29436 6.82961 -2.09366
H 2.26549 4.51907 -2.96597
C -2.11914 7.04993 5.66890
C -2.83497 6.76165 4.51482
C -2.34977 5.82372 3.61344
C -1.15292 5.16691 3.86916
C -0.43884 5.45436 5.02570
C -0.91987 6.39798 5.92363
H -2.49563 7.78334 6.36991
H -3.77052 7.26916 4.31761
H -2.90597 5.60497 2.70946
H -0.77999 4.43528 3.16874
H 0.49411 4.94274 5.22682
H -0.36090 6.62524 6.82214
C 5.43343 -4.63617 6.00110
C 5.18103 -3.27436 5.90696
C 4.39940 -2.78296 4.86998
C 3.86380 -3.65554 3.93166
C 4.11381 -5.01794 4.02750
C 4.90155 -5.50813 5.06016
H 6.04500 -5.01849 6.80779
H 5.59420 -2.59560 6.64168
H 4.20798 -1.71987 4.79358
H 3.25114 -3.27356 3.12470
H 3.69454 -5.69815 3.29671
H 5.10054 -6.56951 5.13261

Forces on atoms 1 to 3 (eV/Å):
O 0.5911 -1.4961 -0.2084
S -1.6013 2.2222 -1.3503
O 0.6288 -0.6190 1.6151

Charge = +1
E_HOMO = -0.401 Ha
Multiplicity = 1